# 1
DFT (wB97M-V/def2-TZVPD) results for an isolated molecule of C23H32N2O2.

```
59
Properties=species:S:1:pos:R:3:nbo_charge:R:1
C -0.096 -3.473 1.175 -0.602
H -0.399 -3.387 2.216 0.206
H -0.020 -4.533 0.937 0.214
H 0.892 -3.035 1.050 0.204
C -1.120 -2.823 0.238 -0.095
C -1.298 -1.333 0.506 0.020
C -0.574 -0.690 1.498 -0.228
C -0.715 0.664 1.746 -0.060
C -1.605 1.397 0.982 -0.153
C -2.346 0.815 -0.036 -0.114
C -2.186 -0.561 -0.261 0.345
O -2.892 -1.201 -1.240 -0.706
H -3.506 -0.580 -1.643 0.494
C -3.255 1.670 -0.924 -0.079
C -4.701 1.110 -0.960 -0.631
H -4.940 0.626 -1.907 0.199
H -4.874 0.408 -0.146 0.225
H -5.417 1.920 -0.842 0.225
C -3.340 3.120 -0.431 -0.600
H -3.995 3.683 -1.095 0.211
H -3.751 3.169 0.575 0.210
H -2.365 3.599 -0.449 0.216
C -2.639 1.725 -2.335 -0.605
H -1.656 2.188 -2.278 0.228
H -3.266 2.322 -2.994 0.206
H -2.511 0.742 -2.782 0.204
H -1.698 2.448 1.190 0.203
C 0.153 1.358 2.763 -0.410
H 0.725 0.614 3.323 0.200
H -0.462 1.907 3.480 0.222
C 1.104 2.346 2.061 -0.493
C 1.569 1.798 0.720 0.695
O 1.368 2.365 -0.333 -0.637
N 2.218 0.617 0.803 -0.613
H 2.391 0.202 1.703 0.395
C 2.654 -0.119 -0.363 -0.265
C 4.150 -0.043 -0.529 0.199
N 4.829 -1.168 -0.359 -0.433
C 6.146 -1.134 -0.480 0.039
C 6.856 0.021 -0.766 -0.265
C 6.145 1.201 -0.936 -0.166
C 4.767 1.172 -0.816 -0.246
H 4.168 2.060 -0.943 0.233
H 6.659 2.125 -1.160 0.217
H 7.931 -0.001 -0.855 0.219
H 6.649 -2.081 -0.336 0.192
H 2.156 0.340 -1.222 0.245
H 2.354 -1.166 -0.274 0.217
H 0.590 3.286 1.858 0.230
H 1.969 2.558 2.693 0.224
H 0.122 -1.248 2.102 0.206
C -2.458 -3.546 0.445 -0.606
H -2.817 -3.386 1.461 0.205
H -2.333 -4.615 0.287 0.202
H -3.206 -3.182 -0.250 0.229
C -0.625 -3.028 -1.201 -0.605
H -1.356 -2.667 -1.916 0.230
H -0.452 -4.085 -1.389 0.202
H 0.309 -2.490 -1.357 0.204
```

The calculation puts the gap between HOMO and LUMO at 8.8337 eV. As for the SMILES: CC(C)(C)c1cc(CCC(=O)NCc2ccccn2)cc(C(C)(C)C)c1O. The value obtained for the molar mass is 368.5 g/mol.

# 2
DFT (wB97M-V/def2-TZVPD) results for C12H24O17RbS2 as an isolated structure in a non-equilibrium geometry.

```
56
Properties=species:S:1:pos:R:3:mulliken_charge:R:1
Rb -0.013 -1.080 0.774 0.988
S -3.638 -2.723 1.171 0.927
O -4.766 -1.884 0.661 -0.761
O -4.193 -3.174 2.499 -0.857
O -3.251 -3.873 0.362 -0.662
O -2.492 -1.828 1.367 -0.588
S 0.761 -4.667 -0.236 1.134
O 0.969 -3.856 0.982 -0.781
O 2.017 -4.829 -0.992 -0.727
O 0.113 -5.970 0.021 -0.793
O -0.313 -4.035 -1.061 -0.687
C -0.363 2.817 4.805 -1.314
C 0.010 3.138 3.368 0.081
O 1.421 2.954 3.268 -0.386
C 1.939 1.809 2.836 0.813
O 1.301 0.851 2.494 -0.484
O 3.249 1.900 2.744 -0.412
C 3.984 0.815 2.192 -0.540
H -0.206 1.770 5.063 0.298
H -1.389 3.108 5.040 0.383
H 0.290 3.352 5.501 0.331
H -0.151 4.191 3.148 0.223
H -0.461 2.428 2.688 0.240
H 4.672 0.352 2.899 0.262
H 4.479 1.209 1.308 0.249
H 3.317 -0.003 1.920 0.247
C -5.798 0.886 -0.755 -1.339
C -4.298 0.697 -0.788 0.055
O -3.629 1.976 -0.924 -0.373
C -2.343 1.907 -0.732 0.645
O -1.713 0.893 -0.598 -0.367
O -1.847 3.134 -0.493 -0.405
C -0.453 3.234 -0.271 -0.460
H -6.084 1.617 0.005 0.300
H -6.278 -0.041 -0.443 0.388
H -6.219 1.170 -1.725 0.320
H -3.989 -0.088 -1.474 0.288
H -4.087 0.290 0.208 0.227
H 0.127 3.447 -1.170 0.305
H -0.015 2.386 0.251 0.135
H -0.330 4.121 0.353 0.203
C 2.130 -3.470 -3.387 -1.205
C 2.124 -2.411 -2.280 0.001
O 2.362 -1.139 -2.905 -0.252
C 2.265 -0.017 -2.273 0.597
O 1.736 0.139 -1.208 -0.223
O 2.893 1.015 -2.893 -0.349
C 3.696 0.906 -4.021 -0.733
H 2.464 -4.439 -3.032 0.384
H 2.814 -3.129 -4.172 0.407
H 1.142 -3.526 -3.845 0.201
H 2.922 -2.698 -1.586 0.308
H 1.256 -2.477 -1.617 -0.083
H 4.477 1.673 -3.965 0.259
H 3.145 1.198 -4.921 0.275
H 4.243 -0.027 -4.163 0.310
```

As for the charge: -3. The calculation puts the gap between HOMO and LUMO at 2.1586 eV. The value obtained for the molar mass is 589.9 g/mol.

# 3
DFT (wB97M-V/def2-TZVPD) results for C21H21Cl3CsGeN4O3 as an isolated structure in a non-equilibrium geometry.

```
54
Properties=species:S:1:pos:R:3:nbo_charge:R:1
Cs -0.123 -0.367 -0.373 0.932
O -2.801 -0.530 -0.349 -0.673
C -3.929 -0.367 -0.854 0.437
C -5.110 -0.445 -0.032 -0.237
C -6.356 -0.237 -0.535 -0.209
C -6.547 0.060 -1.912 -0.288
C -5.454 0.132 -2.727 -0.156
C -4.132 -0.080 -2.254 -0.213
C -3.101 0.000 -3.206 0.087
N -1.805 -0.214 -3.001 -0.254
N -1.125 -0.042 -4.120 -0.381
C 0.214 -0.326 -3.960 0.596
O 0.753 -0.701 -2.927 -0.635
C 1.016 -0.150 -5.218 -0.067
C 2.391 -0.365 -5.141 -0.188
C 3.183 -0.224 -6.270 -0.208
C 2.608 0.127 -7.484 -0.216
C 1.238 0.339 -7.565 -0.238
C 0.443 0.203 -6.437 -0.206
H -4.931 -0.660 1.014 0.223
H -7.221 -0.292 0.117 0.199
H -7.544 0.225 -2.297 0.197
H -5.575 0.355 -3.782 0.195
H -3.373 0.240 -4.237 0.161
H 2.831 -0.645 -4.192 0.258
H 4.250 -0.389 -6.195 0.215
H 3.227 0.237 -8.367 0.197
H 0.785 0.613 -8.511 0.197
H -0.624 0.368 -6.486 0.231
Cl 4.218 -0.967 1.015 -0.591
Ge 3.755 -0.151 -1.061 0.835
Cl 4.979 -1.738 -2.267 -0.619
Cl 5.387 1.487 -1.092 -0.606
N 1.741 1.458 2.745 -1.140
H 2.461 0.777 2.523 0.367
H 0.914 0.951 3.104 0.417
H 2.069 2.024 3.519 0.343
C 0.639 -1.522 5.096 -0.621
C -0.642 -0.784 4.852 0.070
C -1.829 -0.859 5.577 -0.391
C -2.730 0.018 4.936 -0.382
C -2.034 0.560 3.856 0.072
C -2.529 1.521 2.824 -0.629
N -0.765 0.078 3.809 -0.594
H 0.626 -2.012 6.073 0.186
H 1.500 -0.846 5.071 0.200
H 0.827 -2.295 4.343 0.192
H -2.007 -1.461 6.460 0.175
H -3.754 0.236 5.215 0.174
H -3.460 2.000 3.139 0.188
H -2.728 1.014 1.874 0.203
H -1.795 2.309 2.628 0.200
O 1.122 2.223 -0.204 -0.553
C 0.771 2.990 0.548 0.547
```

As for the charge: -2. The calculation puts the gap between HOMO and LUMO (spin up / spin down) at 5.0141 / 3.5275 eV. The multiplicity is 2. The value obtained for the molar mass is 689.3 g/mol.

# 4
DFT (wB97M-V/def2-TZVPD) results for C16H17NO3 as an isolated structure in a non-equilibrium geometry.

```
37
Properties=species:S:1:pos:R:3:nbo_charge:R:1
C 5.385 1.212 1.116 -0.576
C 5.897 -0.257 0.871 -0.388
C 5.274 -0.830 -0.373 -0.395
C 3.658 -1.141 -0.261 -0.036
O 2.992 -0.059 -0.696 -0.508
C 1.568 0.118 -0.433 0.259
C 0.992 1.336 -0.618 -0.122
C -0.298 1.683 -0.873 -0.132
C -1.191 0.638 -0.512 -0.185
C -0.562 -0.682 -0.129 -0.131
C 0.705 -0.643 -0.133 -0.263
H 1.047 -1.725 -0.019 0.212
H -1.236 -1.633 0.028 0.255
C -2.565 0.970 -0.351 0.796
O -3.100 1.938 -0.738 -0.499
O -3.367 -0.271 0.022 -0.555
C -4.634 -0.359 0.082 0.355
C -5.428 -1.335 -0.377 -0.350
C -6.659 -1.187 -0.348 -0.178
C -7.382 -0.174 0.487 0.025
N -6.713 0.801 0.747 -0.453
C -5.475 0.922 0.832 -0.006
H -4.848 1.802 1.133 0.196
H -8.485 -0.130 0.704 0.186
H -7.361 -1.946 -0.891 0.208
H -4.789 -2.065 -0.966 0.214
H -0.692 2.442 -0.981 0.181
H 1.797 2.423 -1.071 0.182
H 3.256 -1.465 0.893 0.140
H 3.306 -1.918 -0.874 0.161
H 5.329 -0.216 -1.288 0.221
H 5.534 -1.931 -0.606 0.208
H 5.498 -0.764 1.794 0.195
H 6.808 -0.431 0.752 0.192
H 5.800 1.587 1.895 0.189
H 5.650 1.981 0.182 0.180
H 4.288 1.308 1.000 0.221
```

The calculation puts the gap between HOMO and LUMO at 7.1372 eV. The value obtained for the molar mass is 271.3 g/mol.

# 5
DFT (wB97M-V/def2-TZVPD) results for an isolated molecule of C29H44ClF2NO6SSi in a non-equilibrium geometry.

```
85
Properties=species:S:1:pos:R:3:mulliken_charge:R:1
C 2.270 -1.637 0.305 -1.110
C 2.009 -0.310 -0.261 -0.316
C 1.672 1.122 0.508 1.791
S 3.514 1.639 0.485 1.231
C 3.943 3.292 1.147 -0.901
O 4.198 1.287 -0.900 -0.653
O 4.259 0.602 1.428 -0.703
C 1.488 1.181 2.138 -0.995
C 1.278 -0.134 3.068 -1.806
C -0.044 -1.034 2.855 0.826
C 0.139 -2.391 3.818 -0.382
C -1.387 -2.788 4.305 -0.942
N 0.451 2.327 2.270 1.026
C 1.052 3.401 3.139 0.254
O 1.072 3.169 4.482 -0.584
O 1.563 4.716 2.729 -0.653
C -0.402 2.659 1.070 -0.101
Cl -1.104 4.416 0.912 -0.107
C -1.812 1.989 1.503 -0.506
C -2.801 2.734 2.531 -0.831
C -2.255 3.343 3.929 -0.447
O -1.804 2.316 4.927 -0.510
C 0.500 2.070 -0.237 2.029
C 0.885 3.480 -0.877 -1.377
C 2.303 3.578 -1.933 0.227
C 1.940 3.993 -3.588 -0.734
O 2.460 2.518 -3.067 -0.309
C -0.495 1.325 -1.331 -0.267
F 0.198 0.933 -2.615 -0.302
F -1.588 2.236 -1.845 -0.399
C -1.244 -0.062 -0.944 0.719
C -1.691 -0.992 -2.267 -0.623
Si -0.528 -2.530 -2.546 0.455
C 1.064 -2.142 -3.559 -0.883
C -0.221 -3.568 -0.933 -0.723
C -1.572 -3.731 -3.703 0.275
C -0.794 -4.970 -4.510 -0.223
C -1.533 -6.013 -5.543 -0.362
C -3.160 -5.834 -5.790 -0.362
C -3.964 -4.609 -4.994 -0.434
C -3.183 -3.584 -3.969 -0.166
H 1.515 -2.345 0.873 -0.007
H 3.388 -2.052 0.240 0.121
H 2.139 -0.213 -1.445 0.532
H 3.433 4.240 0.715 0.269
H 3.780 3.314 2.330 0.351
H 5.118 3.457 1.014 0.399
H 2.364 1.715 2.759 0.179
H 2.269 -0.792 2.969 0.400
H 1.283 0.234 4.204 0.470
H -0.247 -1.446 1.782 -0.620
H -0.962 -0.457 3.336 0.143
H 0.651 -3.271 3.213 0.233
H 0.767 -2.145 4.799 0.330
H -1.982 -3.096 3.342 0.226
H -1.947 -1.836 4.744 0.214
H -1.384 -3.596 5.155 0.363
H -0.204 1.817 2.939 -0.100
H -2.473 2.007 0.502 0.352
H -1.776 0.843 1.790 -0.017
H -3.591 1.893 2.861 0.362
H -3.517 3.567 2.056 0.353
H -1.488 4.244 3.834 0.191
H -3.203 3.840 4.464 0.449
H -2.306 2.439 5.791 0.324
H 0.140 4.046 -1.550 0.668
H 1.405 4.144 -0.028 0.354
H 3.345 4.105 -1.448 0.082
H 2.818 3.941 -4.382 0.381
H 0.981 3.431 -3.997 0.204
H -0.671 -0.806 -0.250 -0.919
H -2.305 0.072 -0.407 0.290
H -1.884 -0.357 -3.231 0.354
H -2.749 -1.503 -2.038 0.265
H 0.724 -2.107 -4.703 0.314
H 1.559 -1.106 -3.345 0.253
H 1.804 -3.061 -3.489 0.261
H -0.524 -2.975 0.033 0.038
H 0.946 -3.817 -0.889 0.240
H -0.757 -4.630 -1.018 0.456
H 0.364 -5.067 -4.346 0.159
H -0.860 -6.829 -6.076 0.275
H -3.704 -6.572 -6.549 0.260
H -5.116 -4.530 -5.216 0.267
H -3.821 -2.735 -3.477 0.160
```

The calculation puts the gap between HOMO and LUMO at 7.3561 eV. As for the SMILES: C=C[C@]1(S(C)(=O)=O)[C@H](CCCC)[N@@H+](C(=O)[O-])[C@](Cl)(CCCO)[C@]1(C[C@@H]1CO1)C(F)(F)CC[Si](C)(C)c1ccccc1. The value obtained for the molar mass is 636.3 g/mol.

# 6
DFT (wB97M-V/def2-TZVPD) results for a 2-piece molecular cluster, C9H14O overall in a non-equilibrium geometry.

```
24
Properties=species:S:1:pos:R:3:nbo_charge:R:1
C -2.432 2.549 -1.192 -0.669
C 1.118 0.025 -1.098 0.302
C 1.173 1.238 -0.491 -0.280
C 0.034 -0.224 -1.995 -0.286
C 0.040 2.106 -0.551 -0.181
C -1.058 0.635 -2.026 -0.177
C -1.106 1.742 -1.134 -0.064
O 2.210 -0.790 -1.070 -0.675
H 2.034 1.671 -0.038 0.224
H 2.110 -1.588 -1.614 0.484
H 0.036 -1.182 -2.523 0.208
H 0.254 3.176 -0.199 0.211
H -2.024 0.560 -2.531 0.218
H -2.416 3.310 -2.015 0.227
H -2.552 3.456 -0.638 0.234
H -3.378 1.897 -1.191 0.226
C 1.084 -2.751 3.035 -0.629
C 0.322 -2.032 1.967 -0.646
H 1.959 -2.289 3.536 0.211
H 0.327 -2.799 3.905 0.197
H 1.652 -3.564 2.836 0.210
H -0.559 -2.591 1.452 0.221
H 0.025 -0.967 2.270 0.218
H 1.145 -1.587 1.307 0.218
```

The calculation puts the gap between HOMO and LUMO at 9.2809 eV. As for the SMILES: Cc1ccc(O)cc1.CC. The value obtained for the molar mass is 138.2 g/mol.